# 1
75
Properties=species:S:1:pos:R:3 method="wB97M-V/def2-TZVPD" smiles=ClCCl.ClCCl.ClCCl.ClCCl.ClCCl.ClCCl.CCO.CCO.CCO.CCO.CCO gap_ha=0.3843 largest_force_ev_per_a=1.77 multiplicity=1
H -3.4989 1.0670 3.2444
H 0.7871 -0.4059 1.3854
C 0.4049 2.1436 3.9680
C 0.8073 -0.8106 0.3559
H 0.3996 5.0128 -1.1624
C -0.4588 -0.4802 -0.4580
Cl 0.8324 -0.5803 -4.1367
C 2.8370 -1.6446 3.7081
H 1.5414 2.7011 0.0778
H 2.8476 -2.6557 4.0936
H -3.3963 0.1680 -3.6390
H -4.4582 0.7404 1.7019
C 3.8216 -1.0175 -1.8155
Cl 0.8917 -6.5199 -0.9192
C 3.8962 -1.4083 2.5959
Cl 2.2016 2.6293 -2.1685
C 2.4803 2.9666 -0.4121
H -0.3921 0.5553 -0.7728
H -0.3975 -1.1021 -1.3747
H -5.7182 -0.4117 -2.7179
C -1.2048 -3.8488 2.4603
H 2.9691 0.4260 -4.5076
H -3.6070 3.1382 1.6672
Cl 4.9426 -0.2067 -2.9069
H -4.3266 -2.0947 -2.5762
H 4.8838 -1.7616 2.9036
C -1.2876 3.7632 -1.6589
H -0.6994 -3.3523 1.6270
C -0.5661 4.7355 -0.7158
H -1.4230 -0.6753 0.0322
H -0.6539 2.8972 -1.8325
Cl -0.6395 -3.1428 3.9389
H -4.3484 1.5192 -3.0266
Cl 3.4783 -2.6889 -2.3376
O -0.3140 4.0690 0.5442
H 0.5960 2.5155 4.9447
H -0.2729 2.8354 3.4484
H 3.9826 -0.3360 2.3398
C -4.8206 -0.3237 -2.0571
H -2.2055 3.3645 -1.1583
Cl 3.7534 1.9280 0.2482
H 0.5800 -4.2497 -0.5075
H -1.1779 3.8604 0.9282
Cl 2.6186 -0.6143 -6.4998
H 1.7346 1.2141 -5.5671
O -2.6854 2.9569 1.4566
C -2.4969 1.5228 1.3687
Cl -1.1279 -4.7919 -1.9669
H -5.1922 0.0280 -1.1007
H -1.4886 1.3845 1.6895
C 2.0774 0.3006 -5.0849
C -3.8378 0.6029 -2.7096
H 1.2512 -4.5381 -2.1597
H 1.6701 -0.3953 -0.1773
H -3.2587 -0.3618 2.2348
Cl -0.3439 0.5166 4.1294
H 1.7880 -1.4601 3.3918
O 3.5837 -2.1927 1.4147
H 2.9616 -0.9949 4.5664
Cl 1.9340 2.0608 3.0929
H -1.1597 5.6241 -0.4683
H 4.2766 -1.0102 -0.8232
H -1.5405 4.1367 -2.6574
H 1.7606 -2.4921 0.7068
H -2.2831 -3.8430 2.3070
Cl -0.6998 -5.5799 2.3094
H 2.8421 -0.5479 -1.9028
C 0.5180 -4.8264 -1.4016
O 0.8796 -2.2162 0.4327
O -4.2470 -1.6105 -1.7506
H 2.7635 4.0171 -0.3451
H 3.7833 -3.0921 1.6826
C -3.4858 0.7094 2.2313
H -3.0239 0.9077 -2.0568
H -2.6389 1.2663 0.3052


# 2
91
Properties=species:S:1:pos:R:3 method="wB97M-V/def2-TZVPD" gap_ha=0.3212 largest_force_ev_per_a=1.23 multiplicity=1
O -7.4621 -0.9203 1.6261
H 0.0325 -1.3152 2.8435
O -4.3903 -3.7951 -2.6626
H -5.0179 -1.4987 2.5654
O -5.4364 -5.9799 -3.0288
C 5.3103 1.9842 -2.6187
H -4.8001 -2.0809 -1.6898
H -0.0166 1.6081 -4.5400
C 0.8878 -4.3514 2.7968
O -3.0106 5.4648 2.6897
O 0.0642 3.8704 -1.7581
H -3.1292 -2.6109 -1.4140
O 6.2603 2.7088 -2.7915
H -3.4694 4.5666 0.4819
H 3.9048 0.1420 -0.5990
H 4.2470 -1.7686 -0.0367
H 5.5849 1.9251 0.3268
H 1.1073 1.7264 5.8903
H -2.0132 -3.1898 2.0192
C -0.1025 0.3370 0.1116
H 4.1628 2.9075 0.3353
N 1.2855 3.2770 -4.3957
N 1.0433 3.8597 -1.0398
H 0.7771 -5.1635 2.0533
H 0.1006 -0.6943 0.3531
O -3.2790 -5.8175 -1.8545
C 1.4266 1.3581 4.9251
H 0.8618 1.8026 -2.9779
H -5.3714 -3.2415 0.2599
H 0.1452 0.9888 0.9443
O 1.7735 -4.3544 3.6362
H 1.7220 1.2298 -4.3697
C -4.5979 -3.7670 -0.2969
O -1.3865 6.5290 1.7511
O 1.0806 -1.6195 -2.2954
H 3.0481 4.4465 -1.2465
C 4.9848 2.5908 -0.3135
O -0.7083 -2.7449 -1.8728
H -4.3507 -0.5774 1.1869
O 0.4211 2.4079 3.1128
H -0.9971 -2.1145 4.0177
H 1.8677 5.4275 -2.1626
O 4.1614 -0.7756 2.3998
N 4.5335 1.9443 -1.5007
C 0.9117 -3.7256 -3.2036
S -4.5575 -5.2885 -2.1701
C -5.1811 -0.6709 1.8842
C -4.1587 -2.9421 -1.5232
O -5.3142 -4.8977 -0.8258
H 0.4854 0.6528 -0.7445
N 1.2996 2.4765 3.9503
N -2.2764 5.7016 1.7562
C 3.5442 -2.1765 0.6873
H 2.6603 -2.3045 0.0645
H 2.0371 5.6084 -0.4061
H 3.9212 -3.0370 1.2218
H -5.2644 0.2406 2.4725
N 0.3771 -2.6077 -2.4015
H 0.2970 -4.6135 -3.0984
O -6.2912 -0.4901 -0.1307
H 5.5971 3.4484 -0.5798
N -0.0180 -3.3641 2.6020
C -2.4388 4.8995 0.5153
H -0.8613 -2.7400 0.7714
C 2.0616 4.9023 -1.2348
O 0.4353 4.0201 -4.8158
H 2.6680 1.4045 -0.9321
O -2.1851 -0.5618 -0.2354
N -1.5207 0.4599 -0.2999
C -0.0605 -2.2156 3.4618
O 2.4462 3.5797 -4.1660
H -1.0901 -4.4489 1.1827
C 3.5455 0.8814 -1.3170
O -1.9359 1.5299 -0.6769
N 3.2455 -1.1161 1.6852
H 4.9171 1.3020 -3.3961
H 0.8502 0.5183 4.5521
O 1.2414 3.0301 -0.1714
O 2.0803 3.3977 4.0699
H 0.9165 -3.4558 -4.2569
O 2.1214 -0.6591 1.7303
C -1.0386 -3.4396 1.5927
H -1.7670 4.0448 0.5116
H 2.4680 1.0440 4.8932
H 1.9221 -3.9200 -2.8567
N -6.4084 -0.7319 1.0504
H -2.1539 5.5755 -0.2826
H 0.7652 -2.1988 4.1674
C 0.9122 1.8864 -4.0597
H 3.3228 0.3641 -2.2480
H -3.7836 -4.0850 0.3485